(1)
C22H62CaN2O14S as an isolated structure at a distorted geometry, computed with wB97M-V/def2-TZVPD.

CARTESIAN COORDINATES (ANGSTROEM)
Ca  -1.339  1.451  0.132
S  1.299  0.396  -0.332
O  1.762  -0.761  -1.052
O  2.271  1.211  0.357
O  0.443  1.231  -1.213
O  0.315  0.014  0.646
C  1.005  -3.633  -2.551
O  0.269  -2.463  -2.457
H  0.991  -4.241  -1.647
H  0.620  -4.252  -3.362
H  2.037  -3.350  -2.759
H  0.667  -1.931  -1.764
C  3.204  -0.430  3.188
O  3.707  0.691  2.523
H  3.657  -0.502  4.177
H  2.116  -0.439  3.264
H  3.468  -1.317  2.613
H  3.320  0.770  1.648
C  3.212  4.189  0.704
O  2.089  3.760  -0.052
H  4.151  3.690  0.466
H  3.432  5.257  0.676
H  3.099  3.876  1.742
H  2.155  2.811  -0.177
C  0.861  0.404  -4.225
O  0.596  1.707  -3.725
H  1.270  0.508  -5.230
H  1.620  -0.138  -3.661
H  -0.043  -0.200  -4.302
H  0.454  1.597  -2.782
C  -4.611  2.619  -0.165
O  -3.209  2.929  -0.142
C  -2.888  4.296  0.231
C  -1.412  4.571  -0.016
N  -0.529  3.555  0.612
C  -0.506  3.751  2.036
C  -0.328  2.392  2.747
O  -1.354  1.479  2.405
C  -1.525  0.460  3.336
H  -5.011  2.590  0.848
H  -4.882  1.707  -0.697
H  -5.227  3.331  -0.712
H  -3.286  4.545  1.215
H  -3.544  4.947  -0.347
H  -1.178  5.601  0.253
H  -1.218  4.442  -1.081
H  0.436  3.750  0.388
H  -1.308  4.382  2.421
H  0.349  4.377  2.293
H  -0.289  2.637  3.809
H  0.642  1.923  2.589
H  -2.235  -0.269  2.945
H  -2.029  0.747  4.259
H  -0.579  -0.029  3.565
C  -2.439  2.139  -2.996
O  -2.237  1.147  -2.006
C  -2.867  -0.078  -2.229
C  -2.394  -1.072  -1.152
N  -2.582  -0.564  0.252
C  -4.010  -0.609  0.670
C  -4.407  -2.022  1.109
O  -3.573  -2.386  2.226
C  -3.769  -3.713  2.750
H  -1.933  1.892  -3.929
H  -1.927  3.022  -2.613
H  -3.491  2.389  -3.133
H  -2.493  -0.449  -3.184
H  -3.950  0.036  -2.203
H  -1.335  -1.262  -1.324
H  -2.919  -2.009  -1.338
H  -2.175  -1.139  0.976
H  -4.647  -0.248  -0.139
H  -4.214  0.095  1.476
H  -4.239  -2.729  0.297
H  -5.459  -2.102  1.383
H  -3.100  -3.901  3.590
H  -3.690  -4.499  2.000
H  -4.699  -3.795  3.313
C  6.596  -1.918  -1.249
C  5.301  -1.151  -1.463
C  5.188  -0.419  -2.827
O  4.186  -2.115  -1.380
H  7.480  -1.280  -1.229
H  6.889  -2.612  -2.037
H  6.627  -2.415  -0.280
H  5.253  -0.386  -0.688
H  5.890  0.408  -2.727
H  4.170  -0.062  -2.981
H  5.556  -1.012  -3.665
H  3.443  -1.562  -1.125
C  1.685  -3.744  1.142
C  0.231  -3.381  0.995
C  -0.741  -4.476  1.256
O  0.129  -2.275  1.872
H  1.852  -4.193  2.121
H  2.356  -2.891  1.038
H  1.978  -4.528  0.444
H  0.093  -2.951  0.003
H  -0.598  -5.296  0.552
H  -1.778  -4.148  1.179
H  -0.568  -4.891  2.249
H  0.348  -1.489  1.367

Output
energy above the lowest of the compared OMol25 structures with the same formula, charge and spin: 26.9 kJ/mol
E_HOMO (alpha / beta): -11.3 / -11.3 eV
charge: +1
spin multiplicity: 2
<S²>: 0.754

(2)
C22H62Fe2N4O15P2 as an isolated structure at a distorted geometry, computed with wB97M-V/def2-TZVPD.

CARTESIAN COORDINATES (ANGSTROEM)
Fe  -0.281  -0.863  2.055
Fe  1.167  -0.150  -1.249
P  -1.211  -0.534  -0.682
O  -0.202  -1.592  -1.326
O  -1.791  -0.791  0.843
O  -0.574  0.750  -1.498
O  -0.024  -0.029  0.349
P  2.166  -1.607  1.353
O  3.317  -2.355  1.882
O  2.374  -1.000  -0.085
O  1.613  -0.498  2.325
O  0.763  -2.371  1.344
C  -1.745  -5.690  -1.207
C  -1.985  -4.239  -0.831
O  -2.049  -3.458  -2.021
H  -0.830  -5.859  -1.776
H  -2.602  -6.045  -1.781
H  -1.601  -6.306  -0.311
H  -1.149  -3.883  -0.213
H  -2.895  -4.109  -0.243
H  -1.322  -2.815  -1.971
C  -2.237  3.992  -1.106
C  -3.172  3.131  -1.927
O  -2.429  2.311  -2.830
H  -2.823  4.682  -0.481
H  -1.704  4.678  -1.771
H  -1.551  3.441  -0.466
H  -3.926  3.685  -2.481
H  -3.721  2.426  -1.283
H  -1.907  1.692  -2.290
C  2.666  -5.605  -2.601
C  2.259  -4.135  -2.620
O  3.387  -3.331  -2.280
H  2.011  -6.304  -3.121
H  2.649  -5.934  -1.555
H  3.693  -5.705  -2.947
H  1.401  -3.909  -1.979
H  1.960  -3.864  -3.641
H  3.649  -3.569  -1.383
C  -0.172  -0.732  -4.747
C  1.199  -0.155  -4.491
C  1.185  1.368  -4.423
O  2.425  1.954  -4.046
C  3.468  1.758  -4.988
N  1.711  -0.697  -3.188
H  -0.114  -1.796  -4.975
H  -0.712  -0.246  -5.564
H  -0.825  -0.570  -3.888
H  1.916  -0.391  -5.286
H  0.436  1.679  -3.687
H  0.877  1.810  -5.378
H  4.251  2.477  -4.759
H  3.137  1.948  -6.014
H  3.853  0.738  -4.907
H  1.885  -1.700  -3.312
H  2.712  -0.448  -3.232
C  -2.858  1.689  2.512
C  -1.375  1.894  2.526
C  -0.980  3.277  3.032
O  0.389  3.322  3.322
C  0.822  4.531  3.935
N  -0.649  0.818  3.319
H  -3.378  2.374  1.837
H  -3.330  1.786  3.497
H  -3.138  0.703  2.139
H  -0.983  1.792  1.510
H  -1.561  3.497  3.945
H  -1.289  4.015  2.278
H  -0.027  5.109  4.306
H  1.349  5.113  3.177
H  1.479  4.285  4.765
H  -1.146  0.943  4.207
H  0.262  1.233  3.538
C  2.632  2.803  0.986
C  1.832  2.662  -0.308
C  1.640  3.984  -1.005
O  2.886  4.571  -1.330
C  2.814  5.504  -2.365
N  2.378  1.589  -1.145
H  3.639  3.130  0.698
H  2.712  1.863  1.536
H  2.236  3.543  1.679
H  0.813  2.465  0.053
H  0.949  4.632  -0.453
H  1.141  3.810  -1.975
H  3.828  5.718  -2.705
H  2.290  6.422  -2.080
H  2.318  5.097  -3.261
H  3.343  1.442  -0.849
H  2.553  1.964  -2.087
C  -3.048  -3.624  2.686
C  -2.556  -2.574  3.662
C  -2.661  -3.069  5.082
O  -2.165  -2.105  5.975
C  -2.578  -2.323  7.291
N  -1.134  -2.237  3.341
H  -2.438  -4.526  2.687
H  -3.005  -3.185  1.687
H  -4.112  -3.819  2.825
H  -3.178  -1.685  3.537
H  -2.165  -4.046  5.180
H  -3.728  -3.236  5.286
H  -2.185  -3.271  7.673
H  -3.664  -2.283  7.441
H  -2.197  -1.521  7.924
H  -0.729  -3.096  2.950
H  -0.630  -2.216  4.233

Output
E_HOMO (alpha / beta): -7.8 / -8.2 eV
spin multiplicity: 11
<S²>: 30.103